Entry 1:
{"formula": "C33H60IN8O9P2", "method": "the ωB97M-V functional and the def2-TZVPD basis", "species": ["C", "C", "O", "C", "C", "P", "C", "C", "C", "C", "N", "C", "C", "O", "O", "C", "C", "C", "C", "C", "C", "O", "C", "C", "O", "C", "I", "P", "O", "O", "O", "O", "H", "H", "H", "H", "H", "H", "H", "H", "H", "H", "H", "H", "H", "H", "H", "H", "H", "H", "H", "H", "H", "H", "H", "H", "H", "H", "H", "H", "H", "H", "H", "H", "H", "H", "H", "H", "H", "H", "H", "C", "C", "N", "H", "H", "H", "C", "C", "N", "H", "H", "H", "C", "C", "N", "H", "H", "H", "C", "C", "N", "H", "H", "H", "C", "C", "N", "H", "H", "H", "C", "C", "N", "H", "H", "H", "C", "C", "N", "H", "H", "H"], "xyz": [[7.3438, -1.9567, -0.3511], [6.8929, -1.1773, 0.8701], [5.9100, -0.2169, 0.5396], [4.5741, -0.6350, 0.8806], [3.6004, 0.0496, -0.0491], [1.7970, -0.3409, 0.3914], [1.8341, 0.6413, 1.9996], [0.7275, 0.2306, 2.9697], [-0.4661, 1.1921, 3.0154], [-1.8038, 0.4890, 3.1433], [-1.8823, -0.3178, 4.3885], [-2.6092, -1.5073, 4.3185], [-2.0518, -2.5728, 3.4281], [-3.6076, -1.6888, 5.0114], [1.1259, 1.0194, -0.5345], [0.1706, 0.6285, -1.4848], [-1.2264, 0.4349, -0.8912], [-2.3486, 0.7327, -1.8793], [-3.7225, 0.7153, -1.2139], [-4.1976, -0.6894, -0.8987], [-5.5953, -0.6839, -0.3204], [-5.9860, -1.9898, 0.1353], [-5.5187, -2.3531, 1.3422], [-5.8557, -3.7720, 1.6606], [-4.9193, -1.6021, 2.0870], [0.8616, -0.6026, -2.1471], [-0.5216, -2.1515, -2.9948], [1.8384, 0.0394, -3.6063], [3.1734, 0.5703, -3.3116], [1.8595, -1.0937, -4.7588], [0.8933, 1.1612, -4.2692], [1.5871, -1.2283, -1.2353], [7.9425, -2.8251, -0.0749], [6.4605, -2.2734, -0.9049], [7.9415, -1.3143, -0.9841], [6.5060, -1.8676, 1.6270], [7.7372, -0.6366, 1.3056], [4.4230, -0.3871, 1.9260], [4.5033, -1.7219, 0.7839], [3.8182, 1.1155, -0.1098], [3.8013, -0.3484, -1.0376], [2.2537, -1.5651, 1.0333], [0.4573, -0.7940, 0.6861], [1.7039, 1.6907, 1.7271], [2.7916, 0.5775, 2.5060], [0.3765, -0.7814, 2.7591], [1.1610, 0.1853, 3.9687], [-0.3428, 1.8676, 3.8665], [-0.4840, 1.8234, 2.1254], [-2.6250, 1.2068, 3.1283], [-1.9121, -0.1674, 2.2803], [-2.3656, 0.2119, 5.1058], [-1.4343, -3.2354, 4.0331], [-1.4261, -2.1841, 2.6311], [-2.8710, -3.1492, 3.0084], [0.0812, 1.4694, -2.1738], [-1.3254, 1.1384, -0.0615], [-1.3268, -0.5616, -0.4621], [-2.3674, 0.0249, -2.7003], [-2.1819, 1.7344, -2.2848], [-4.4333, 1.1602, -1.9198], [-3.7361, 1.3477, -0.3236], [-4.2129, -1.2945, -1.8065], [-3.5303, -1.1904, -0.1967], [-5.7005, 0.0508, 0.4756], [-6.3134, -0.4297, -1.0995], [-6.1975, -4.3240, 0.7929], [-6.5847, -3.7962, 2.4683], [-4.9507, -4.2370, 2.0469], [1.9104, -0.6609, -5.6192], [0.3611, 0.8256, -4.9970], [-5.8912, 2.9154, 2.9758], [-4.6590, 3.5827, 2.5864], [-3.6621, 4.0751, 2.2806], [-6.6676, 3.6536, 3.1668], [-6.2153, 2.2504, 2.1779], [-5.7221, 2.3278, 3.8760], [-0.3310, -5.5758, -5.7691], [-1.6543, -5.0633, -5.4539], [-2.6840, -4.6262, -5.1777], [-0.2096, -6.5712, -5.3468], [-0.1999, -5.6249, -6.8483], [0.4213, -4.9125, -5.3441], [-9.3798, -3.2003, 0.8127], [-9.7562, -3.8383, 2.0644], [-10.0547, -4.3462, 3.0540], [-8.5190, -2.5522, 0.9675], [-9.1202, -3.9575, 0.0757], [-10.2101, -2.6065, 0.4358], [5.8955, 1.9228, -4.1639], [7.2086, 2.0331, -3.5518], [8.2621, 2.1191, -3.0909], [5.6122, 2.8919, -4.5717], [5.9284, 1.1918, -4.9693], [5.1454, 1.6049, -3.4379], [9.6038, 4.6718, -5.2131], [9.0641, 5.3459, -6.3839], [8.6368, 5.8780, -7.3121], [10.1995, 5.3698, -4.6284], [8.7996, 4.2844, -4.5909], [10.2318, 3.8393, -5.5226], [5.9572, -2.0137, 4.7488], [4.6079, -1.6203, 4.3754], [3.5480, -1.3024, 4.0544], [5.9198, -2.8318, 5.4654], [6.5041, -2.3356, 3.8643], [6.4772, -1.1690, 5.1963], [-3.6270, 7.3175, 1.9954], [-3.8378, 8.2820, 0.9264], [-4.0053, 9.0498, 0.0839], [-3.6154, 6.3049, 1.6000], [-2.6758, 7.5125, 2.4863], [-4.4291, 7.4037, 2.7262]], "atomic_forces_ev_per_a": [[-0.2, 0.1, 0.1], [-0.1, 0.3, 0.1], [0.2, -0.3, 0.0], [0.2, 0.3, -0.2], [-0.2, -0.2, -0.4], [0.1, 0.3, 1.3], [-0.3, 0.1, -0.2], [0.2, 0.3, 0.4], [0.0, 0.1, 0.1], [0.6, -0.2, 0.0], [-1.0, 0.0, -0.1], [-0.7, 0.1, 0.4], [-0.1, -0.2, -0.3], [1.0, 0.0, -0.3], [-0.1, -0.1, 0.0], [0.1, 0.6, 0.6], [-0.2, -0.4, -0.1], [-0.1, 0.4, 0.5], [-0.1, 0.0, -0.5], [-0.1, -0.2, 0.3], [-0.1, 0.3, -0.3], [0.0, 0.0, 0.0], [0.4, 0.8, 0.6], [0.3, -0.2, 0.2], [-0.5, -0.6, -0.8], [0.5, -0.1, 0.3], [-0.5, -0.1, -0.2], [0.4, -0.2, 0.2], [-0.1, 0.0, 0.1], [-0.1, 0.0, 0.0], [0.0, 0.2, -0.5], [0.4, -0.5, -0.6], [0.0, -0.1, 0.0], [0.0, -0.1, -0.1], [0.1, 0.1, -0.3], [0.0, 0.0, 0.1], [0.1, 0.0, 0.1], [-0.2, 0.0, 0.1], [-0.1, -0.1, -0.1], [-0.2, 0.1, 0.2], [0.0, 0.1, -0.2], [-0.1, 0.0, -0.3], [-0.1, 0.2, -0.2], [0.0, 0.1, -0.1], [0.1, -0.2, -0.1], [0.0, -0.1, -0.1], [-0.1, -0.2, 0.1], [0.0, 0.1, 0.0], [-0.1, 0.0, -0.1], [-0.1, 0.0, -0.1], [-0.2, -0.1, 0.0], [0.2, 0.2, 0.1], [0.0, 0.0, 0.1], [0.1, 0.0, 0.0], [0.0, 0.0, 0.0], [0.0, -0.2, -0.2], [0.2, 0.1, 0.0], [0.0, -0.1, 0.0], [0.1, -0.1, -0.2], [0.1, 0.0, -0.1], [-0.1, 0.1, 0.1], [0.1, 0.0, 0.2], [0.1, 0.0, -0.1], [0.1, 0.1, 0.1], [0.1, -0.1, 0.2], [-0.1, -0.1, 0.0], [-0.1, 0.0, -0.1], [-0.1, 0.0, 0.0], [0.0, -0.1, 0.0], [0.3, -0.2, -0.1], [-0.3, 0.0, 0.2], [-0.1, 0.0, 0.0], [0.8, 0.2, -0.2], [-0.7, -0.3, 0.2], [0.0, 0.0, 0.0], [0.0, 0.0, 0.0], [0.0, 0.0, 0.0], [0.1, 0.0, 0.0], [-0.6, 0.4, 0.3], [0.5, -0.3, -0.2], [0.0, 0.0, 0.0], [0.0, 0.0, 0.0], [0.0, 0.0, 0.0], [0.0, 0.1, -0.1], [-0.2, -0.3, 0.6], [0.1, 0.2, -0.5], [0.0, 0.0, 0.0], [0.0, 0.0, 0.0], [0.0, 0.0, 0.0], [-0.1, 0.0, 0.1], [0.6, 0.0, 0.3], [-0.5, 0.0, -0.3], [-0.1, 0.0, 0.0], [0.0, 0.0, 0.0], [0.0, 0.0, 0.0], [0.0, 0.0, 0.1], [-0.3, 0.3, -0.5], [0.2, -0.2, 0.4], [0.0, 0.0, 0.0], [0.0, 0.0, 0.0], [0.0, 0.0, 0.0], [0.1, 0.0, 0.0], [-0.7, 0.2, -0.2], [0.6, -0.3, 0.4], [0.0, 0.0, 0.0], [0.0, 0.0, 0.0], [0.0, 0.0, 0.0], [0.0, 0.0, 0.0], [-0.1, 0.5, -0.5], [0.1, -0.4, 0.4], [0.0, 0.0, 0.0], [0.0, 0.0, 0.0], [0.0, 0.0, 0.0]], "lumo_ev": 1.776, "total_charge": -1, "spin_multiplicity": 1, "fmax_ev_per_a": 1.3, "homo_lumo_gap_ev": 6.8}

=====

Entry 2:
{"formula": "C33H60N3O5", "method": "the ωB97M-V functional and the def2-TZVPD basis", "species": ["C", "C", "C", "C", "C", "C", "C", "C", "C", "C", "C", "C", "C", "C", "C", "C", "O", "C", "C", "C", "C", "O", "N", "C", "C", "C", "C", "C", "C", "C", "N", "C", "C", "C", "N", "H", "H", "H", "H", "H", "H", "H", "H", "H", "H", "H", "H", "H", "H", "H", "H", "H", "H", "H", "H", "H", "H", "H", "H", "H", "H", "H", "H", "H", "H", "H", "H", "H", "H", "H", "H", "H", "H", "H", "H", "H", "H", "H", "H", "H", "H", "H", "H", "H", "H", "H", "H", "H", "H", "C", "O", "C", "O", "O", "C", "H", "H", "H", "H", "H", "H"], "xyz": [[7.5091, -2.7053, 0.3580], [6.5882, -1.8202, 1.2098], [7.3586, -0.7400, 1.9818], [7.5716, 0.5188, 1.1332], [6.3517, 1.4441, 1.1535], [6.3311, 2.4606, -0.0042], [4.9784, 2.6219, -0.7030], [3.8486, 2.9916, 0.2559], [2.4316, 3.0242, -0.3542], [2.3121, 3.4172, -1.8415], [1.1221, 4.3538, -2.1344], [-0.1587, 3.6185, -2.5621], [-1.3601, 3.9011, -1.6536], [-2.4759, 2.8642, -1.8443], [-2.2379, 1.5871, -1.0451], [-3.3400, 0.5786, -1.2337], [-3.1076, -0.6253, -0.5327], [-2.5135, -0.5167, 0.7444], [-3.0399, -1.6671, 1.6027], [-2.2453, -2.9736, 1.4543], [-1.9354, -3.3524, 0.0208], [-2.8014, -3.4446, -0.8075], [-0.5375, -3.5962, -0.2551], [-0.1093, -3.2366, -1.5659], [0.4877, -4.1637, -2.4053], [0.9454, -3.7818, -3.6536], [0.8078, -2.4739, -4.0868], [0.2110, -1.5454, -3.2481], [-0.2352, -1.9214, -1.9946], [-2.7249, 0.8486, 1.3932], [-1.9990, 1.0026, 2.6104], [-2.7788, 1.3722, 3.8054], [-1.8759, 1.4374, 5.0268], [-0.7049, 2.4068, 4.8487], [-2.1281, 1.8969, 0.4298], [7.7479, -3.6338, 0.8751], [7.0584, -2.9743, -0.5962], [8.4521, -2.1976, 0.1510], [6.0203, -2.4374, 1.9066], [5.8618, -1.3284, 0.5569], [6.7692, -0.4590, 2.8592], [8.3102, -1.1456, 2.3244], [7.7711, 0.2059, 0.1031], [8.4443, 1.0709, 1.4856], [6.4054, 1.9999, 2.0919], [5.4441, 0.8386, 1.1475], [6.6802, 3.4375, 0.3337], [7.0485, 2.1241, -0.7571], [4.7270, 1.6971, -1.2287], [5.0907, 3.4234, -1.4348], [4.0640, 3.9395, 0.7541], [3.8338, 2.2451, 1.0529], [1.9557, 2.0529, -0.1905], [1.8469, 3.7476, 0.2224], [3.2218, 3.8853, -2.2036], [2.1492, 2.5063, -2.4199], [1.4154, 5.0431, -2.9269], [0.9167, 4.9799, -1.2634], [0.0239, 2.5398, -2.5755], [-0.4385, 3.9040, -3.5770], [-1.0071, 3.9114, -0.6165], [-1.7570, 4.8955, -1.8556], [-2.4931, 2.5755, -2.8970], [-3.4671, 3.2638, -1.6131], [-1.2939, 1.1547, -1.3795], [-3.3829, 0.3229, -2.2916], [-4.3105, 1.0047, -0.9544], [-1.4163, -0.6326, 0.6735], [-2.9744, -1.3885, 2.6565], [-4.0948, -1.8197, 1.3810], [-1.3393, -2.9489, 2.0569], [-2.8717, -3.7802, 1.8439], [-0.3865, -4.5936, -0.1233], [0.6085, -5.1908, -2.0853], [1.4082, -4.5143, -4.2997], [1.1612, -2.1670, -5.0601], [0.0955, -0.5151, -3.5609], [-0.6795, -1.1910, -1.3325], [-3.7808, 1.0803, 1.5287], [-1.4190, 0.1933, 2.7971], [-3.5763, 0.6418, 3.9708], [-3.2098, 2.3590, 3.6267], [-2.4752, 1.7207, 5.8883], [-1.4738, 0.4313, 5.1779], [-1.0327, 3.3103, 4.3290], [-0.2922, 2.6968, 5.8112], [0.0874, 1.9678, 4.2445], [-2.5221, 2.8221, 0.6029], [-1.1495, 1.9445, 0.7161], [-9.7323, -4.2190, 0.0649], [-8.9210, -3.4127, -0.7966], [-7.6918, -3.8858, -0.9933], [-7.2360, -4.8863, -0.5050], [-7.0517, -3.0590, -1.8171], [-5.7122, -3.4664, -2.1329], [-10.6900, -3.7121, 0.1261], [-9.8627, -5.2142, -0.3541], [-9.2842, -4.2941, 1.0536], [-5.7164, -4.4248, -2.6481], [-5.1064, -3.5301, -1.2369], [-5.3166, -2.6972, -2.7900]], "atomic_forces_ev_per_a": [[-0.1, 0.0, 0.1], [0.2, 0.0, -0.1], [-0.4, 0.1, -0.1], [0.0, -0.2, 0.0], [0.5, 0.3, -0.1], [0.0, -0.3, -0.1], [0.0, 0.3, 0.4], [-0.1, -0.4, 0.1], [0.0, 0.3, 0.0], [-0.5, 0.0, 0.3], [0.2, -0.1, -0.3], [-0.2, 0.2, 0.3], [0.0, -0.2, -0.1], [0.2, 0.0, 0.1], [-0.1, 0.3, -0.5], [0.0, -0.2, -0.1], [0.0, 0.1, 0.0], [0.0, -0.1, 0.1], [0.1, 0.0, 0.2], [-0.2, -0.3, 0.1], [-0.2, -0.1, -0.1], [0.4, 0.2, 0.1], [-0.4, 0.0, -0.3], [0.0, -0.1, -0.1], [0.0, -0.1, 0.1], [0.1, 0.0, -0.2], [0.0, 0.1, 0.0], [0.0, 0.1, 0.1], [0.0, 0.0, 0.1], [0.3, 0.0, 0.3], [-0.2, 0.0, 0.0], [0.2, 0.0, -0.1], [0.4, 0.0, -0.5], [-0.2, 0.0, -0.1], [0.0, -0.2, -0.3], [0.1, 0.0, 0.0], [0.0, 0.0, 0.0], [0.0, 0.0, -0.1], [-0.1, 0.0, 0.0], [-0.1, 0.0, 0.1], [0.2, 0.0, 0.2], [0.0, 0.0, 0.1], [0.1, 0.1, 0.0], [0.1, 0.0, -0.1], [-0.4, -0.2, 0.2], [-0.1, 0.0, 0.0], [0.0, 0.0, 0.1], [0.0, 0.1, 0.0], [0.0, 0.0, -0.1], [0.0, -0.2, -0.2], [0.1, 0.1, -0.2], [0.0, 0.1, 0.1], [0.0, -0.1, -0.1], [0.0, -0.1, 0.1], [0.1, 0.0, 0.1], [0.3, 0.0, -0.2], [-0.1, 0.0, 0.0], [0.0, 0.0, 0.0], [0.1, 0.0, 0.0], [0.0, -0.1, -0.1], [-0.1, 0.1, 0.1], [0.1, 0.1, 0.1], [-0.1, 0.0, 0.0], [0.0, 0.0, 0.1], [0.1, -0.1, 0.3], [-0.1, 0.0, 0.0], [0.0, 0.1, 0.0], [0.0, 0.0, -0.2], [-0.1, 0.0, 0.0], [0.0, 0.0, -0.2], [0.1, 0.1, -0.1], [0.0, 0.0, 0.1], [0.3, 0.1, 0.4], [-0.1, 0.0, 0.0], [0.0, 0.0, 0.0], [0.0, -0.1, -0.1], [0.0, 0.0, -0.1], [-0.1, 0.0, 0.0], [-0.1, 0.1, -0.2], [0.1, 0.0, 0.0], [-0.2, 0.1, 0.1], [-0.2, 0.0, 0.0], [-0.1, -0.1, 0.1], [-0.1, 0.0, 0.4], [0.0, 0.1, 0.1], [0.1, 0.0, 0.0], [0.1, 0.0, 0.0], [-0.1, 0.0, 0.2], [0.0, 0.2, 0.0], [-0.1, 0.0, 0.0], [0.0, 0.0, 0.0], [0.0, 0.0, 0.0], [0.0, 0.0, 0.0], [0.0, 0.0, -0.1], [0.0, 0.1, -0.1], [0.0, 0.0, 0.0], [0.0, 0.0, 0.0], [0.0, 0.0, 0.0], [0.0, 0.0, 0.0], [0.0, 0.0, 0.0], [0.0, 0.0, 0.0]], "lumo_ev": -2.490, "total_charge": 1, "spin_multiplicity": 1, "fmax_ev_per_a": 0.6, "homo_lumo_gap_ev": 8.4}